C14H18FeNO4 as an isolated structure in a non-equilibrium geometry, computed with ωB97M-V with the def2-TZVPD basis set.

Properties
- energy above the lowest of the compared OMol25 structures with the same formula, charge and spin (kJ/mol) = 39.8
- total charge = +1
- HOMO level (spin up / spin down) (hartree) = -0.365 / -0.413
- strongest force on any atom (hartree/bohr) = 0.091
- LUMO energy (spin up / spin down) (Eh) = -0.1037 / -0.2841
- orbital gap (spin up / spin down) (eV) = 7.1 / 3.5
- 2S+1 = 5
- E (Eh) = -2163.2152

Last column: Mulliken charge in e.
Cartesian coordinates (Å):
C1 -1.79877 -0.65691 3.08956  -1.08
N1 -0.49085 -0.57220 2.42926  -0.07
C2 0.24464 -1.83126 2.63847  -0.48
C3 1.66330 -1.74163 2.10133  -0.56
O1 1.95909 -0.48879 1.48563  -0.36
C4 1.67612 0.61848 2.33959  -0.54
C5 0.27510 0.59135 2.93415  -0.48
H1 -2.36384 0.25968 2.90476  0.40
H2 -2.35107 -1.50586 2.66880  0.41
H3 -1.68665 -0.80455 4.17450  0.45
H4 0.28658 -2.03918 3.72310  0.37
H5 -0.31233 -2.63111 2.13629  0.42
H6 2.35799 -1.90379 2.94523  0.34
H7 1.81809 -2.49135 1.31151  0.32
H8 2.40619 0.61876 3.17002  0.33
H9 1.80368 1.50779 1.70473  0.31
H10 -0.27668 1.50225 2.67068  0.43
H11 0.36445 0.51908 4.03347  0.44
O2 2.89876 1.46228 -2.34592  -0.36
C6 2.04541 1.13840 -3.06792  0.27
Fe1 0.59367 0.88443 -4.03957  0.01
C7 0.27799 2.58207 -3.83616  0.20
O3 0.20295 3.73412 -3.66901  -0.34
C8 1.24221 1.20101 -5.64301  0.25
O4 1.73789 1.61285 -6.60822  -0.32
C9 -1.29400 -0.03939 -0.07644  -0.37
C10 -0.04373 -0.47227 -0.79330  0.67
C11 -0.04665 -0.48587 -2.32787  -0.43
C12 -1.23298 -0.14702 -3.01307  -0.46
C13 -2.29922 0.42479 -2.26852  -0.86
C14 -2.32868 0.44751 -0.85477  -0.66
H12 -1.27529 0.07028 0.98992  0.61
H13 0.80392 0.14183 -0.45060  0.10
H14 0.23626 -1.49372 -0.46864  0.17
H15 0.67650 -1.20782 -2.74981  0.54
H16 -1.38412 -0.45195 -4.07251  0.49
H17 -3.17365 0.78674 -2.81333  0.42
H18 -3.21225 0.86097 -0.35234  0.40

C14H18N2O2PdS as an isolated structure, computed with ωB97M-V with the def2-TZVPD basis set.

Properties
- energy above the lowest of the compared OMol25 structures with the same formula, charge and spin (kJ/mol) = 15.2
- total charge = -2
- HOMO level (hartree) = 0.044
- strongest force on any atom (hartree/bohr) = 0.012
- LUMO energy (Eh) = 0.1884
- orbital gap (eV) = 3.9
- E (Eh) = -1330.2362

Last column: Mulliken charge in e.
Cartesian coordinates (Å):
Pd1 1.59627 0.37165 1.27281  -0.42
C1 4.62126 0.72739 -2.51658  -1.37
C2 3.33148 0.72340 -1.65588  0.81
O1 3.51963 0.73481 -0.41104  -0.73
C3 2.15141 0.72235 -2.39441  -0.86
C4 0.78527 0.81289 -1.94693  0.54
C5 -0.27428 1.05238 -3.01271  -1.16
N1 0.41993 0.71972 -0.71438  0.20
N2 -0.93014 0.80916 -0.45625  -0.50
C6 -1.21169 1.19628 0.77217  0.38
O2 -0.44295 1.60042 1.69566  -0.87
C7 -2.67336 1.11571 1.09583  0.27
C8 -3.67614 1.10312 0.12428  -0.20
C9 -5.01447 1.05283 0.48339  -0.55
C10 -5.38789 0.99981 1.82217  -0.30
C11 -4.39628 1.00289 2.79847  -0.42
C12 -3.06080 1.07054 2.43748  -0.49
H1 5.48690 0.64254 -1.85927  0.38
H2 4.70465 1.65644 -3.08908  0.30
H3 4.62628 -0.10861 -3.22216  0.28
H4 2.28333 0.73771 -3.47280  0.08
H5 0.16072 1.06936 -4.01416  0.32
H6 -0.78682 1.99808 -2.82369  0.26
H7 -1.02970 0.26525 -2.94998  0.25
H8 -3.37572 1.12465 -0.91544  0.39
H9 -5.78408 1.05390 -0.28267  0.34
H10 -6.43585 0.96364 2.10100  0.33
H11 -4.67644 0.95051 3.84595  0.34
H12 -2.27081 1.09313 3.17781  0.39
C13 2.57921 -2.31669 0.62074  -0.26
S1 1.22768 -2.00084 1.79932  0.12
C14 1.34162 -3.71878 2.52321  -0.84
H13 2.28804 -3.07612 -0.11226  0.22
H14 3.47266 -2.64536 1.15711  0.31
H15 2.76845 -1.36372 0.12273  -0.26
H16 2.31773 -3.86788 2.99420  0.23
H17 1.19205 -4.46264 1.73457  0.20
H18 0.55287 -3.80991 3.27078  0.27

One molecule with the formula C14H18N2O3S, computed with ωB97M-V with the def2-TZVPD basis set.

Properties
- energy above the lowest of the compared OMol25 structures with the same formula, charge and spin (kJ/mol) = 152.7
- HOMO level (hartree) = -0.282
- strongest force on any atom (hartree/bohr) = 0.013
- LUMO energy (Eh) = 0.0205
- orbital gap (eV) = 8.2
- E (Eh) = -1277.7233

Last column: Mulliken charge in e.
Cartesian coordinates (Å):
C1 4.70174 2.07755 -1.63456  -0.87
H1 5.64371 2.32700 -2.12055  0.24
O1 4.87253 0.78010 -1.11650  -0.50
C2 3.83952 0.23655 -0.39149  1.06
C3 2.60860 0.82258 -0.18355  -0.68
C4 1.62893 0.16768 0.56589  0.06
C5 1.91503 -1.07136 1.12847  -0.32
C6 3.15152 -1.65948 0.93198  -0.86
C7 4.11603 -1.02554 0.16750  0.37
O2 5.32174 -1.61267 -0.03148  -0.62
H2 5.86095 -1.01113 -0.56382  0.35
H3 3.38979 -2.61439 1.37186  0.42
H4 1.18708 -1.56404 1.75382  0.48
C8 0.36279 0.86512 0.82409  -0.12
N1 -0.80218 0.21188 0.72335  0.28
C9 -2.03169 0.89838 1.07105  -1.06
C10 -3.15890 -0.10257 1.26779  -1.12
H5 -4.04178 0.42393 1.63367  0.46
H6 -2.86722 -0.83015 2.02780  0.36
C11 -3.47220 -0.82318 -0.05680  0.51
C12 -4.44372 0.04092 -0.86316  0.19
O3 -4.09963 0.80813 -1.73106  -0.62
N2 -5.73749 -0.10186 -0.49570  -0.37
H7 -6.02882 -0.73797 0.22408  0.20
H8 -6.43558 0.45980 -0.95446  0.25
C13 -2.17759 -1.03629 -0.85044  -1.43
H9 -2.07265 -0.21245 -1.56050  0.33
H10 -2.22718 -1.96479 -1.41956  0.46
C14 -0.95625 -1.06783 0.06343  -0.69
H11 -1.07166 -1.86793 0.80607  0.16
H12 -0.05795 -1.27656 -0.52089  0.66
H13 -3.95621 -1.77985 0.16073  0.43
H14 -1.85150 1.46838 1.98764  0.69
H15 -2.29676 1.61585 0.28448  0.41
S1 0.42093 2.45208 1.29545  -0.34
H16 2.37497 1.79554 -0.58492  0.53
H17 4.49795 2.79951 -0.83874  0.36
H18 3.89317 2.10909 -2.37098  0.33

One molecule with the formula C14H18N2O5 in a non-equilibrium geometry, computed with ωB97M-V with the def2-TZVPD basis set.

Properties
- energy above the lowest of the compared OMol25 structures with the same formula, charge and spin (kJ/mol) = 170.0
- HOMO level (hartree) = -0.350
- strongest force on any atom (hartree/bohr) = 0.070
- LUMO energy (Eh) = 0.0148
- orbital gap (eV) = 9.9
- E (Eh) = -1030.0135

Last column: Mulliken charge in e.
Cartesian coordinates (Å):
C1 -2.00238 0.34331 1.07885  -0.26
C2 -2.00720 1.33824 -0.08096  0.17
C3 -1.93387 -1.14217 0.80661  -0.61
C4 -3.27515 -1.79513 0.40147  -0.86
C5 -3.82178 -1.02531 -0.73293  0.51
C6 0.36279 1.21218 -0.47290  0.21
C7 0.88685 2.52339 0.14893  0.58
C8 1.23944 0.45603 -1.46738  -0.91
C9 2.45662 -0.16124 -0.70841  -0.18
C10 2.20043 -1.24995 0.14156  0.16
C11 3.73102 0.25028 -1.00410  -0.08
C12 3.29751 -1.90947 0.73776  -0.75
C13 4.79582 -0.39694 -0.44210  -0.47
C14 4.62889 -1.45919 0.44737  -0.43
H1 -3.90683 0.69496 1.49182  0.35
H2 -2.86249 1.44145 2.57340  0.33
H3 -0.97909 0.48132 1.46657  0.76
H4 -1.53356 -1.65653 1.68515  0.45
H5 -1.30696 -1.31088 -0.06988  0.14
H6 -4.01129 -1.70866 1.20790  0.36
H7 -3.05808 -2.82235 0.16329  0.47
H8 -3.65350 -0.71138 -2.52444  0.34
H9 -0.90189 2.37821 -1.33218  0.41
H10 0.35438 0.58115 0.42039  -0.04
H11 0.59198 -0.35637 -1.90944  0.24
H12 1.57799 1.08252 -2.30672  0.40
H13 1.18644 -1.54842 0.34403  0.35
H14 3.83620 1.15063 -1.59740  0.37
H15 3.14725 -2.79917 1.38778  0.35
H16 5.84311 -0.06216 -0.63989  0.30
H17 5.53335 -1.94600 0.87242  0.35
H18 2.19741 1.55856 0.87206  0.37
N1 -3.05408 0.57609 2.03732  -0.69
N2 -0.96603 1.46000 -0.89597  0.01
O1 -3.04373 1.94458 -0.29680  -0.63
O2 -4.78260 -0.29889 -0.72543  -0.56
O3 -3.13733 -1.18909 -1.85344  -0.44
O4 0.42004 3.60181 -0.16117  -0.59
O5 1.95033 2.47455 0.93686  -0.51

C14H18N2O6STl as an isolated structure in a non-equilibrium geometry, computed with ωB97M-V with the def2-TZVPD basis set.

Properties
- total charge = +3
- HOMO level (hartree) = -0.684
- strongest force on any atom (hartree/bohr) = 0.239
- LUMO energy (Eh) = -0.5927
- orbital gap (eV) = 2.5
- E (Eh) = -1673.9906

Last column: Mulliken charge in e.
Cartesian coordinates (Å):
C1 2.35595 -3.85279 0.63034  -0.89
C2 2.10411 -2.65896 -0.50010  -0.08
O1 2.94862 -1.46619 -0.17149  -0.17
C3 2.35303 -0.36238 -0.95876  -0.25
C4 3.20372 1.03613 -0.93076  -0.45
O2 3.41850 1.62235 0.39766  -0.30
C5 2.32728 1.32843 1.33582  0.44
C6 1.04743 2.06793 1.50970  0.39
C7 0.44435 3.37338 0.72204  -0.75
C8 -0.97137 3.06573 -0.09800  -0.71
C9 -0.85210 1.81841 -1.16508  -0.19
C10 -1.47620 0.45954 -0.49513  -0.56
S1 -1.84443 -0.85520 -1.83104  0.01
C11 -3.39028 -1.70527 -1.17544  0.40
N1 -3.62913 -3.10958 -0.65907  -0.12
N2 -4.99357 -3.02767 -0.29938  -0.15
C12 -5.59055 -1.64144 -0.56276  -0.01
O3 -4.54596 -0.78228 -1.14251  0.07
C13 0.13739 1.40674 2.73928  0.49
O4 -1.03172 1.81085 3.25652  -0.39
O5 0.87584 0.24944 3.27121  -0.18
C14 2.12965 0.16370 2.48018  0.48
O6 2.93268 -0.87949 2.81332  -0.30
H1 2.21539 -4.92290 0.17805  0.37
H2 1.59582 -3.62637 1.51830  0.28
H3 3.44500 -3.72235 1.08560  0.30
H4 0.96031 -2.39726 -0.55551  0.19
H5 2.40393 -3.06502 -1.57111  0.37
H6 2.37010 -0.73696 -2.09232  0.45
H7 1.21738 -0.23793 -0.68803  0.04
H8 4.28833 0.77715 -1.35745  0.41
H9 2.74817 1.81011 -1.71502  0.34
H10 1.22850 3.93826 0.04108  0.37
H11 0.13691 4.15969 1.56663  0.41
H12 -1.90161 2.95549 0.63620  0.38
H13 -1.17376 4.03817 -0.75389  0.36
H14 0.27570 1.64153 -1.43957  0.05
H15 -1.49414 2.06500 -2.11796  0.48
H16 -2.50026 0.68998 0.02287  0.54
H17 -0.78702 -0.04045 0.32906  0.04
H18 -6.69100 -1.24649 -0.35534  0.34
Tl1 -6.29100 -0.14100 -1.89815  0.50

C14H18N5O3PdS2 as an isolated structure in a non-equilibrium geometry, computed with ωB97M-V with the def2-TZVPD basis set.

Properties
- energy above the lowest of the compared OMol25 structures with the same formula, charge and spin (kJ/mol) = 31.9
- total charge = +1
- HOMO level (spin up / spin down) (hartree) = -0.392 / -0.392
- strongest force on any atom (hartree/bohr) = 0.025
- LUMO energy (spin up / spin down) (Eh) = -0.1623 / -0.1623
- orbital gap (spin up / spin down) (eV) = 6.2 / 6.2
- E (Eh) = -1967.8242

Last column: Mulliken charge in e.
Cartesian coordinates (Å):
Pd1 -0.72342 -0.58002 -0.88588  0.35
N1 -0.66922 -1.16496 -3.22769  -0.41
C1 -1.73455 -2.07837 -3.65373  -0.62
C2 -2.78494 -2.32290 -2.59020  0.64
O1 -3.49597 -3.28501 -2.57203  -0.51
N2 -2.87953 -1.25088 -1.62121  -0.21
C3 -3.83061 -1.34201 -0.77831  -0.45
C4 -2.07261 -3.07749 1.02643  0.77
O2 -3.04268 -3.32903 1.58788  -0.35
O3 -1.08436 -2.82854 0.46449  -0.43
H1 -0.79685 -0.24634 -3.63751  0.29
H2 0.23966 -1.51050 -3.50543  0.25
H3 -1.33566 -3.04419 -3.95719  0.38
H4 -2.28963 -1.67497 -4.50621  0.29
H5 -4.64561 -2.05676 -0.89825  0.31
H6 -3.94182 -0.56293 -0.02971  0.34
C5 -0.65583 1.27150 5.07054  -1.14
C6 -0.01902 1.81814 3.79194  -0.34
C7 0.34151 0.74542 2.82048  0.17
N3 -0.04697 0.70427 1.60077  -0.28
N4 0.45023 -0.38597 0.90457  0.39
C8 1.18381 -1.16925 1.65225  0.19
N5 1.80369 -2.27907 1.19390  -0.39
S1 1.36232 -0.60419 3.26803  -0.20
H7 -0.99385 2.09152 5.70101  0.35
H8 0.05463 0.67942 5.64935  0.35
H9 -1.51667 0.64283 4.84149  0.33
H10 0.88807 2.37294 4.04352  0.27
H11 -0.69454 2.49925 3.27624  0.26
H12 1.48354 -2.67106 0.32493  0.20
H13 2.23660 -2.91142 1.84328  0.22
S2 -0.58023 1.57388 -1.46010  -0.21
C9 1.14690 1.93294 -1.44594  0.80
C10 2.13857 0.97742 -1.65455  -0.05
C11 3.47403 1.34673 -1.63134  -0.66
C12 3.83401 2.66938 -1.41394  -0.52
C13 2.84626 3.62414 -1.21611  -0.47
C14 1.50934 3.26173 -1.22597  -0.79
H14 1.86700 -0.05519 -1.83859  0.31
H15 4.23865 0.59887 -1.79637  0.39
H16 4.87668 2.95551 -1.40627  0.39
H17 3.11711 4.65779 -1.04743  0.38
H18 0.74197 4.00737 -1.06116  0.38

C14H19AgN2O2S3 as an isolated structure in a non-equilibrium geometry, computed with ωB97M-V with the def2-TZVPD basis set.

Properties
- energy above the lowest of the compared OMol25 structures with the same formula, charge and spin (kJ/mol) = 400.8
- total charge = -2
- HOMO level (hartree) = -0.018
- strongest force on any atom (hartree/bohr) = 0.122
- LUMO energy (Eh) = 0.1717
- orbital gap (eV) = 5.2
- E (Eh) = -2146.2884

Last column: Mulliken charge in e.
Cartesian coordinates (Å):
Ag1 1.19523 0.15714 0.17891  0.24
C1 3.66704 2.31214 -0.99167  -0.80
C2 3.11312 2.04254 -2.37778  -0.28
S1 2.56301 0.30203 -2.47951  -0.13
C3 1.12972 0.45209 -3.57007  -0.65
C4 -0.07710 1.16509 -2.95569  -0.10
S2 -0.83300 0.32620 -1.55828  -0.51
C5 -1.57071 3.87198 -0.93577  -0.39
C6 -0.41368 4.48405 -1.09547  -0.35
S3 2.36071 2.51108 0.26470  -0.49
H1 4.24845 3.24143 -1.04391  0.28
H2 4.37727 1.51899 -0.72736  0.30
H3 3.86096 2.24581 -3.15478  0.37
H4 2.24867 2.67990 -2.56630  -0.02
H5 0.85198 -0.57848 -3.80272  0.31
H6 1.45776 0.93194 -4.49915  0.35
H7 -0.80758 1.27332 -3.77017  0.29
H8 0.20108 2.18159 -2.65677  -0.35
H9 -2.06411 3.84129 0.02986  0.19
H10 -2.03185 3.29034 -1.72351  0.17
H11 0.11079 4.95500 -0.27446  0.18
H12 0.11440 4.44833 -2.04168  0.18
N1 -2.19491 -7.52400 2.14009  -0.54
C7 -2.23379 -6.37489 2.09667  0.07
C8 -2.29014 -4.93570 2.03690  0.69
C9 -3.46562 -4.27242 2.38330  -0.39
C10 -3.44536 -2.88726 2.33270  -0.47
N2 -2.39541 -2.16332 1.96184  -0.38
C11 -1.26924 -2.79387 1.59785  -0.13
C12 -1.18987 -4.19036 1.64285  -0.52
H13 -4.35130 -4.81509 2.68527  0.41
H14 -4.34036 -2.32889 2.59414  0.35
H15 -0.34774 -2.21042 1.27513  0.49
H16 -0.26402 -4.67911 1.36748  0.43
O1 1.02718 -1.40582 1.40124  -1.09
C13 0.07688 0.66386 2.68825  -0.65
C14 1.36951 0.01760 2.25096  0.94
O2 2.29969 -0.21610 2.95189  -0.67
H17 0.05624 0.70015 3.77881  0.29
H18 -0.76409 0.09077 2.29848  0.20
H19 0.02018 1.67105 2.26770  0.19

C14H19AlCl2F2NO2 as an isolated structure, computed with ωB97M-V with the def2-TZVPD basis set.

Properties
- total charge = -1
- HOMO level (hartree) = -0.154
- strongest force on any atom (hartree/bohr) = 0.010
- LUMO energy (Eh) = 0.0339
- orbital gap (eV) = 5.1
- E (Eh) = -2112.7503

Last column: Mulliken charge in e.
Cartesian coordinates (Å):
C1 -2.58216 0.09979 0.42669  -0.52
N1 -2.43898 -1.06565 -0.42103  -0.43
C2 -1.01434 -1.36267 -0.72980  -0.10
Al1 -0.07014 -0.14420 -2.02899  -0.45
F1 0.67351 -1.12409 -3.21016  -0.47
C3 -1.29594 1.08498 -3.05150  -0.75
C4 -1.79850 2.39536 -2.42404  -0.39
C5 -0.69185 3.41057 -2.17333  -0.15
F2 -0.76037 3.95375 -0.88076  -0.34
C6 1.42374 0.81017 -1.00913  0.07
Cl1 1.06020 1.32255 0.63136  -0.30
C7 2.65485 1.00150 -1.45805  0.70
C8 3.13319 0.59116 -2.82586  -1.11
Cl2 3.93798 1.72996 -0.49148  -0.27
H1 -2.36980 -0.15689 1.46579  0.14
H2 -3.60441 0.48282 0.38335  0.39
H3 -1.91184 0.92303 0.13736  0.01
H4 -2.95045 -0.90274 -1.27702  0.30
H5 -0.96009 -2.39653 -1.09026  0.45
H6 -0.48661 -1.37657 0.23096  -0.35
H7 -2.16806 0.48707 -3.33744  0.32
H8 -0.77903 1.34185 -3.98421  0.41
H9 -2.52923 2.86240 -3.09733  0.37
H10 -2.32988 2.23228 -1.48515  0.14
H11 0.29584 2.96066 -2.28514  0.11
H12 -0.77210 4.26206 -2.85404  0.29
H13 3.40600 -0.46436 -2.83013  0.26
H14 2.33080 0.70255 -3.55368  0.24
H15 3.98515 1.19460 -3.12521  0.41
C9 1.02265 -3.02607 4.88603  -0.46
C10 -0.19169 -3.07151 4.34702  -0.44
C11 -0.59761 -2.11257 3.28477  0.32
O1 -1.70005 -2.14590 2.78960  -0.50
C12 0.41098 -1.11271 2.83979  0.57
C13 1.62666 -1.07364 3.37993  -0.25
C14 2.02663 -2.02180 4.44621  0.28
O2 3.13158 -1.98956 4.94898  -0.57
H16 1.34338 -3.70975 5.66225  0.39
H17 -0.93926 -3.79495 4.64776  0.41
H18 0.10178 -0.43747 2.04984  -0.22
H19 2.37750 -0.35947 3.06602  0.48

The lowest strongest force on any atom belongs to which entry?
C14H19AlCl2F2NO2

Which formula does entry 1 have?
C14H18FeNO4

Which formula does entry 4 have?
C14H18N2O5